[1]
{"formula": "C10H24AlCaF5LiNO3PS", "method": "ωB97M-V with the def2-TZVPD basis set", "elements": ["C", "C", "C", "C", "C", "O", "C", "O", "C", "P", "S", "H", "H", "H", "H", "H", "H", "H", "H", "H", "H", "H", "H", "H", "H", "H", "H", "H", "F", "Li", "C", "O", "N", "C", "C", "H", "H", "H", "H", "H", "H", "H", "Ca", "F", "Al", "F", "F", "F"], "coordinates": [[3.87264, -2.47509, 0.71209], [3.48816, -2.16762, 2.14131], [3.53990, -0.68515, 2.50088], [2.52040, 0.18872, 1.70581], [1.12346, -0.20826, 2.21943], [0.60566, -1.18443, 1.31981], [-0.72749, -0.86981, 0.91678], [2.63112, 1.57047, 1.98856], [3.70108, 2.33278, 1.47315], [4.87888, 1.55518, 0.34162], [5.46488, 2.61476, -1.18084], [5.02448, -2.48169, 0.56617], [3.49453, -3.51874, 0.46005], [3.44514, -1.80048, -0.03988], [4.22920, -2.67698, 2.76651], [2.53167, -2.63591, 2.38528], [3.24558, -0.59735, 3.53971], [4.61160, -0.22478, 2.40491], [2.46864, -0.09255, 0.64534], [0.47835, 0.67089, 2.22995], [1.14564, -0.59715, 3.23998], [-1.34090, -0.68906, 1.80383], [-0.74710, 0.02871, 0.29545], [-1.19012, -1.68285, 0.36986], [4.28788, 2.72766, 2.31097], [3.30365, 3.20801, 0.95268], [4.43806, 0.30054, -0.17582], [6.06288, 1.26859, 1.08872], [5.65644, 0.42128, 3.26973], [5.62394, -0.62681, 0.16443], [-3.55637, -0.80431, -2.01930], [-2.85632, -1.44710, -1.25244], [-4.17252, 0.35540, -1.70240], [-4.98746, 1.06956, -2.66047], [-4.01482, 0.89452, -0.37018], [-3.74547, -1.12649, -3.05156], [-4.57491, 2.07026, -2.81240], [-6.00876, 1.15995, -2.27750], [-5.01586, 0.54678, -3.61327], [-2.95612, 1.07842, -0.17218], [-4.38133, 0.17230, 0.36236], [-4.57136, 1.82199, -0.28003], [5.44520, -3.99997, -0.29736], [-7.53858, 0.41358, -5.55609], [-8.51086, 1.30607, -4.46498], [-9.45171, 2.44760, -5.30353], [-7.46249, 2.12756, -3.36139], [-9.50850, 0.24098, -3.58376]], "forces_ev_per_a": [[-0.5, -0.7, -0.3], [0.6, 0.3, 0.7], [-0.1, 0.7, -1.9], [-0.8, -1.1, 1.8], [-0.4, 0.2, -0.8], [0.0, -0.2, 0.1], [-0.4, 0.1, 0.3], [0.2, -0.3, -0.4], [-0.7, -0.2, 0.8], [1.6, 2.7, -1.1], [-0.3, -0.4, 0.1], [-1.3, 1.9, 1.3], [0.0, 0.6, 0.1], [-0.1, 0.0, 0.0], [-0.1, 0.0, 0.2], [-0.2, 0.1, -0.4], [0.5, 0.2, 0.2], [-0.5, -0.5, 1.0], [0.2, 0.6, -0.2], [0.1, 0.1, -0.1], [0.1, -0.1, 0.0], [0.0, 0.0, 0.0], [0.1, 0.0, -0.1], [0.3, -0.2, -0.1], [0.3, -0.3, -0.1], [0.0, -0.2, -0.4], [-1.0, 0.2, 0.4], [-0.6, -0.9, 0.3], [0.6, 0.0, -0.9], [1.3, 0.2, 0.8], [-0.1, -0.1, -0.3], [0.1, 0.1, 0.2], [0.1, 0.0, -0.1], [0.1, -0.2, 0.1], [0.0, -0.1, 0.0], [0.0, 0.0, 0.0], [-0.2, 0.1, 0.0], [-0.1, 0.2, -0.2], [-0.1, 0.0, 0.0], [0.0, 0.0, 0.1], [0.0, 0.0, 0.0], [0.0, 0.0, -0.1], [1.0, -2.8, -1.4], [-0.1, 0.3, 0.5], [-0.4, 0.0, -0.3], [0.4, -0.3, 0.3], [-0.2, -0.2, -0.2], [0.4, 0.3, -0.2]], "mulliken_charge": [-0.86, -0.65, -0.13, 0.47, -0.98, -0.34, -0.92, -0.40, -0.48, 0.11, -0.32, -0.41, 0.60, 0.48, 0.46, 0.41, 0.28, -0.22, 0.30, 0.58, 0.20, 0.40, 0.35, 0.33, 0.33, 0.47, -0.20, 0.16, -0.77, 0.81, 0.10, -0.54, 0.17, -0.89, -0.77, 0.33, 0.32, 0.45, 0.28, 0.19, 0.32, 0.38, 1.60, -0.42, 0.66, -0.39, -0.40, -0.41], "gap_ha": 0.050, "e_tot_ha": -2841.970050, "total_charge": 1, "lumo_ev": -9.36}

=====

[2]
{"formula": "C3H5NO2", "method": "ωB97M-V with the def2-TZVPD basis set", "elements": ["O", "C", "N", "C", "C", "O", "H", "H", "H", "H", "H"], "coordinates": [[2.06972, -0.83061, 0.48167], [0.90298, -0.55458, 0.35110], [-0.22036, -1.28643, 0.07384], [-1.12340, -0.12882, 0.03957], [0.11144, 0.76713, 0.26934], [0.47375, 1.43780, -0.91640], [-0.28301, -2.17041, -0.41185], [-1.84556, -0.14121, 0.86246], [-1.62256, 0.05618, -0.91441], [0.09752, 1.43678, 1.13680], [1.43948, 1.41418, -0.97211]], "forces_ev_per_a": [[-0.5, 0.1, -0.1], [0.4, -0.1, 0.0], [0.1, -0.2, -0.1], [-0.2, 0.1, 0.0], [-0.1, 0.0, 0.2], [0.2, 0.1, 0.0], [0.0, 0.0, 0.2], [0.1, 0.0, -0.2], [0.1, 0.0, 0.1], [0.0, -0.2, -0.1], [-0.1, 0.1, 0.0]], "mulliken_charge": [-0.60, 0.27, -0.17, -0.57, 0.27, -0.53, 0.24, 0.23, 0.27, 0.26, 0.33], "de_lowest_kj_mol": 124.3, "smiles": "O=C1NC[C@@H]1O", "gap_ha": 0.397, "e_tot_ha": -322.527000, "lumo_ev": 0.93}

=====

[3]
{"formula": "C4H13NSSi", "method": "ωB97M-V with the def2-TZVPD basis set", "elements": ["C", "Si", "C", "C", "N", "H", "H", "H", "H", "H", "H", "H", "H", "H", "H", "H", "C", "S", "H", "H"], "coordinates": [[2.72384, 0.74404, 0.49204], [0.90038, 0.13506, 0.23249], [-0.17335, 1.66711, -0.25808], [0.26412, -0.51903, 1.89376], [0.78119, -0.96891, -1.06464], [2.93752, 1.54425, -0.14536], [3.14740, 0.98416, 1.47424], [3.26774, -0.16264, 0.10031], [-1.23575, 1.39706, 0.16022], [0.17118, 2.46307, 0.26483], [-0.19924, 1.82184, -1.25346], [-0.73579, -0.90688, 1.72408], [0.77992, -1.46257, 2.21837], [0.25055, 0.25637, 2.67684], [-0.18336, -1.08378, -1.53115], [1.50085, -1.57512, -1.53344], [-3.63751, -1.21661, -1.43069], [-3.05917, 0.05730, -0.66918], [-4.23224, -1.02612, -2.27864], [-3.26826, -2.14860, -1.07252]], "forces_ev_per_a": [[-0.5, -2.8, 0.1], [0.4, 1.9, 1.1], [-2.3, -4.6, 3.3], [0.3, -1.0, -0.3], [-1.0, -1.6, -2.2], [0.3, 1.2, -1.2], [-0.6, -0.3, 0.0], [0.0, 0.9, 0.4], [2.0, 0.9, -0.9], [1.0, 2.7, 1.5], [-0.2, 0.6, -3.3], [-0.5, 0.3, 0.0], [0.1, 1.1, -0.1], [0.1, -0.4, -0.2], [2.3, 0.2, 1.0], [-1.2, 1.1, 1.0], [1.1, 0.9, 0.8], [-0.1, 0.5, 0.4], [-0.9, -0.6, -1.0], [-0.4, -1.1, -0.3]], "mulliken_charge": [-1.08, 0.37, -0.98, -0.87, -0.39, 0.34, 0.32, 0.24, 0.04, 0.42, 0.38, 0.24, 0.28, 0.30, 0.17, 0.19, -0.42, -0.15, 0.30, 0.29], "de_lowest_kj_mol": 187.6, "smiles": "C[Si](C)(C)N.C=S", "gap_ha": 0.313, "e_tot_ha": -902.613066, "lumo_ev": -0.49}

=====

[4]
{"formula": "C5H12NO2", "method": "ωB97M-V with the def2-TZVPD basis set", "elements": ["O", "C", "C", "N", "H", "H", "H", "H", "H", "H", "C", "C", "C", "O", "H", "H", "H", "H", "H", "H"], "coordinates": [[2.81839, -1.03403, 0.97364], [1.93777, -1.54882, 1.59652], [0.59571, -1.81061, 0.94276], [0.52225, -0.97034, -0.27434], [2.03774, -1.88072, 2.63890], [0.55011, -2.86317, 0.64689], [-0.23885, -1.60520, 1.61204], [-0.26489, -1.18369, -0.90077], [0.39201, 0.02876, -0.04154], [1.42579, -1.02238, -0.76496], [-0.72257, 2.94157, 0.02319], [-0.93078, 1.75743, -0.87952], [-1.92003, 0.89490, -0.72400], [-1.98698, -0.23995, -1.50129], [-0.82401, 3.87165, -0.53576], [-1.43498, 2.95166, 0.84527], [0.27910, 2.92764, 0.45112], [-0.25525, 1.66613, -1.72212], [-2.68644, 1.00769, 0.03390], [-2.87892, -0.60598, -1.49241]], "forces_ev_per_a": [[0.2, 0.2, -0.1], [-0.2, -0.3, 0.2], [-0.1, -0.2, 0.0], [0.2, 0.4, -0.2], [0.1, 0.0, 0.0], [0.0, 0.1, 0.1], [0.0, 0.1, -0.1], [0.0, -0.1, 0.0], [-0.1, -0.2, 0.0], [-0.2, -0.1, 0.0], [-0.1, -0.1, -0.1], [0.1, 0.6, 0.3], [0.0, -0.1, 0.0], [0.0, -0.2, 0.0], [0.0, 0.0, 0.0], [-0.1, 0.0, 0.0], [0.1, 0.1, 0.0], [0.0, -0.2, -0.1], [0.0, 0.0, 0.0], [0.0, 0.0, -0.1]], "mulliken_charge": [-0.43, 0.15, -0.58, -0.20, 0.38, 0.37, 0.37, 0.35, 0.20, 0.38, -1.05, -0.30, -0.16, -0.51, 0.33, 0.33, 0.29, 0.44, 0.31, 0.34], "de_lowest_kj_mol": 140.3, "gap_ha": 0.352, "e_tot_ha": -402.668407, "total_charge": 1, "lumo_ev": -3.47}

=====

[5]
{"formula": "C11H14N2", "method": "ωB97M-V with the def2-TZVPD basis set", "elements": ["C", "C", "C", "N", "C", "N", "H", "H", "H", "H", "H", "H", "C", "C", "C", "C", "C", "C", "C", "H", "H", "H", "H", "H", "H", "H", "H"], "coordinates": [[2.01224, -3.90180, 0.70777], [2.70946, -2.83689, -0.03623], [2.86462, -2.73691, -1.39139], [3.72724, -1.64993, -1.55129], [3.91631, -1.04986, -0.32076], [3.37086, -1.81504, 0.60129], [1.03987, -3.56065, 1.05916], [2.52608, -4.12455, 1.67129], [1.91720, -4.87197, 0.24936], [2.51314, -3.27039, -2.24661], [3.92184, -1.28489, -2.47497], [4.34719, -0.06815, -0.19503], [-0.44282, 3.20726, 0.28040], [-1.76397, 2.50992, 0.31479], [-2.31406, 2.06623, -0.91530], [-3.51830, 1.40619, -0.93978], [-4.15074, 1.11248, 0.30820], [-3.58470, 1.52660, 1.48102], [-2.27611, 2.01026, 1.51529], [0.30641, 2.65287, -0.33193], [-0.01195, 3.49106, 1.22551], [-0.65786, 4.14812, -0.23838], [-1.83282, 2.30347, -1.85441], [-3.99712, 1.21351, -1.89232], [-5.12167, 0.59993, 0.22110], [-3.84865, 1.02535, 2.36953], [-1.65170, 1.89778, 2.38371]], "forces_ev_per_a": [[0.0, -0.1, 2.2], [0.4, -0.4, -0.7], [1.4, 1.1, 0.8], [-0.9, 0.6, -0.4], [-0.7, -1.7, -0.9], [-0.1, 0.7, 0.2], [-0.3, 0.0, -0.2], [0.0, 0.3, -0.6], [-0.1, -0.1, -0.7], [-0.1, -0.4, -0.1], [0.1, 0.2, 0.4], [0.3, -0.3, 0.1], [0.2, 0.4, -1.4], [1.1, -1.8, 0.1], [-0.3, 1.0, 0.8], [-0.5, 0.1, 1.4], [-0.9, 0.5, -2.6], [1.7, -1.9, 0.3], [-0.7, 0.9, -1.8], [-0.5, 0.4, 0.5], [0.0, -0.2, 0.5], [0.4, 0.1, -0.1], [0.2, 0.2, 0.0], [0.0, -0.4, 0.1], [0.5, 0.3, 0.5], [-1.1, -0.1, 1.1], [-0.1, 0.7, 0.4]], "mulliken_charge": [-1.08, 0.59, -0.47, -0.08, -0.21, -0.61, 0.24, 0.30, 0.33, 0.39, 0.21, 0.39, -1.36, 0.72, -0.44, -0.41, -0.19, -0.66, -0.36, 0.29, 0.38, 0.33, 0.36, 0.35, 0.32, 0.32, 0.35], "de_lowest_kj_mol": 101.7, "smiles": "Cc1c[nH]cn1.Cc1ccccc1", "gap_ha": 0.342, "e_tot_ha": -537.031331, "lumo_ev": 0.74}

=====

[6]
{"formula": "C22H20Cl2NO2", "method": "ωB97M-V with the def2-TZVPD basis set", "elements": ["Cl", "C", "C", "C", "C", "C", "C", "C", "C", "C", "Cl", "C", "C", "C", "C", "H", "H", "H", "H", "H", "H", "H", "H", "H", "C", "C", "O", "C", "C", "N", "C", "C", "C", "C", "C", "O", "H", "H", "H", "H", "H", "H", "H", "H", "H", "H", "H"], "coordinates": [[-0.27036, -3.46949, -5.18648], [-0.75603, -2.60730, -3.78752], [-1.14722, -1.26236, -3.91096], [-1.45942, -0.53086, -2.77838], [-1.40369, -1.09562, -1.46567], [-1.59118, -0.20122, -0.38068], [-1.77698, -0.53330, 0.99780], [-2.71897, 0.20608, 1.78071], [-2.88651, -0.03267, 3.13558], [-2.14066, -1.04723, 3.75415], [-2.23904, -1.24800, 5.45657], [-1.27106, -1.84066, 2.99372], [-1.03828, -1.54845, 1.65358], [-1.17991, -2.50761, -1.39383], [-0.75269, -3.21177, -2.52055], [-1.21472, -0.80903, -4.89706], [-1.80244, 0.50257, -2.87208], [-1.78434, 0.83057, -0.64900], [-3.34543, 0.94707, 1.27719], [-3.59136, 0.54771, 3.72880], [-0.79973, -2.69051, 3.47762], [-0.29311, -2.10790, 1.08567], [-1.38475, -3.04748, -0.47140], [-0.43453, -4.24947, -2.46040], [0.98327, 0.86900, 4.56644], [0.65406, 1.59979, 3.30361], [1.38701, 0.87669, 2.27639], [1.18079, 1.39854, 1.03820], [1.86849, 0.65018, 0.05178], [2.09356, 1.13974, -1.21226], [1.61355, 2.36489, -1.64051], [1.66248, 2.68588, -2.98560], [2.22735, 1.80927, -3.91477], [2.81500, 0.62923, -3.43707], [2.81718, 0.34325, -2.08578], [0.43930, 2.39406, 0.87052], [0.21178, 1.04131, 5.31597], [1.07737, -0.20150, 4.37691], [1.94007, 1.24497, 4.94058], [-0.41169, 1.58984, 3.07109], [0.99466, 2.63896, 3.34811], [2.53706, -0.13305, 0.38797], [1.18591, 3.01135, -0.88193], [1.21758, 3.63430, -3.28369], [2.20877, 2.02531, -4.98731], [3.28137, -0.10667, -4.09075], [3.29751, -0.49841, -1.59528]], "forces_ev_per_a": [[-0.1, 0.1, 0.3], [0.1, 0.8, 0.5], [-0.3, 0.1, 0.1], [0.2, 0.0, 0.0], [0.2, 0.0, -0.6], [-0.9, -1.1, 0.1], [0.3, 0.2, 0.8], [0.3, 0.1, -0.3], [0.0, -0.1, -0.2], [0.1, 0.3, -0.6], [-0.1, -0.1, -0.3], [0.0, 0.0, -0.1], [-0.5, -0.3, 0.1], [0.3, 0.0, -0.4], [-0.3, 0.0, 0.3], [0.0, -0.1, 0.2], [0.4, -0.2, -0.1], [-0.1, 0.1, 0.0], [0.3, -0.1, 0.3], [0.2, -0.1, -0.2], [0.2, 0.3, -0.1], [-0.1, 0.2, 0.4], [0.4, 0.1, -0.2], [-0.3, 0.1, 0.1], [0.2, 0.1, 0.5], [0.2, -0.4, -0.2], [-0.7, 0.8, -0.3], [-0.6, 0.9, -0.1], [0.2, 0.1, 0.8], [0.2, 0.3, -0.8], [0.3, -0.7, -0.3], [0.2, -0.2, -0.1], [-0.2, -0.1, 0.0], [0.2, -0.1, 0.4], [-0.9, 0.8, 0.0], [0.8, -1.2, 0.2], [0.1, 0.0, 0.1], [-0.1, 0.0, 0.1], [-0.1, -0.3, 0.2], [0.1, 0.0, -0.1], [-0.1, -0.2, -0.2], [-0.2, 0.0, -0.2], [0.0, -0.4, -0.1], [0.2, -0.2, 0.0], [0.0, 0.0, 0.5], [0.0, 0.4, 0.0], [-0.2, 0.0, -0.4]], "mulliken_charge": [-0.14, 0.37, -0.72, -0.47, 0.87, -0.77, 0.60, -0.34, -0.87, 0.49, -0.14, -1.26, 0.04, -0.20, -0.79, 0.44, 0.42, 0.27, 0.39, 0.46, 0.43, 0.64, 0.74, 0.45, -1.29, 0.04, -0.35, 0.39, -0.27, 0.24, -0.15, -0.73, -0.28, -0.61, -0.19, -0.75, 0.34, 0.27, 0.38, 0.12, 0.40, 0.40, 0.57, 0.39, 0.42, 0.41, 0.37], "gap_ha": 0.152, "e_tot_ha": -1975.648728, "total_charge": 1, "lumo_ev": -5.81}